{"formula": "C38H38ClHoN2O5P2", "method": "ωB97M-V/def2-TZVPD", "charge": 0, "relative_energy_ev": 0.000, "e_lumo_ev": [0.1, 0.1], "s2": 6.00, "multiplicity": 5, "species": ["Ho", "O", "C", "C", "N", "C", "C", "O", "O", "C", "C", "O", "O", "H", "H", "H", "H", "H", "H", "H", "H", "H", "C", "N", "P", "C", "C", "C", "C", "C", "C", "C", "C", "C", "C", "C", "C", "P", "C", "C", "C", "C", "C", "C", "C", "C", "C", "C", "C", "C", "H", "H", "H", "H", "H", "H", "H", "H", "H", "H", "H", "H", "H", "H", "H", "H", "H", "H", "H", "H", "H", "H", "H", "Cl", "C", "C", "C", "C", "C", "C", "C", "H", "H", "H", "H", "H", "H"], "positions_angstrom": [[-1.30, 0.72, -1.25], [1.06, 2.25, 0.26], [1.88, 3.12, -0.49], [1.83, 2.74, -1.96], [0.47, 2.55, -2.45], [0.43, 1.99, -3.82], [-0.72, 1.01, -3.66], [-1.87, 1.49, -3.53], [-0.44, -0.14, -3.16], [-0.37, 3.75, -2.27], [-1.05, 3.75, -0.88], [-0.85, 4.64, -0.07], [-1.80, 2.71, -0.68], [0.78, 2.69, 1.07], [2.92, 3.04, -0.16], [1.56, 4.15, -0.36], [2.38, 1.81, -2.14], [2.34, 3.54, -2.53], [1.36, 1.47, -4.03], [0.24, 2.75, -4.59], [-1.16, 3.72, -3.01], [0.20, 4.68, -2.37], [0.26, -3.01, -0.58], [0.69, -1.92, 0.35], [-0.78, -1.25, 1.06], [-0.37, -0.16, 2.46], [-0.82, 1.16, 2.36], [-0.61, 2.05, 3.40], [0.03, 1.63, 4.56], [0.43, 0.31, 4.69], [0.22, -0.58, 3.65], [-1.39, -2.75, 1.89], [-2.76, -2.94, 2.03], [-3.25, -4.05, 2.71], [-2.37, -4.97, 3.25], [-1.00, -4.79, 3.11], [-0.51, -3.69, 2.43], [1.60, -0.74, -0.57], [2.57, -1.79, -1.71], [2.42, -1.66, -3.08], [3.18, -2.43, -3.94], [4.09, -3.35, -3.44], [4.24, -3.49, -2.06], [3.50, -2.71, -1.20], [2.96, -0.24, 0.52], [4.06, 0.40, -0.07], [5.09, 0.88, 0.71], [5.06, 0.74, 2.09], [3.98, 0.09, 2.68], [2.94, -0.40, 1.90], [-0.65, -3.48, -0.22], [1.03, -3.77, -0.63], [0.06, -2.64, -1.59], [-1.36, 1.54, 1.49], [-0.96, 3.07, 3.30], [0.19, 2.32, 5.37], [0.90, -0.03, 5.60], [0.52, -1.62, 3.76], [-3.45, -2.23, 1.59], [-4.32, -4.19, 2.80], [-2.75, -5.84, 3.78], [-0.31, -5.52, 3.52], [0.56, -3.56, 2.30], [1.67, -0.97, -3.47], [3.05, -2.32, -5.01], [4.68, -3.95, -4.12], [4.95, -4.21, -1.67], [3.63, -2.81, -0.13], [4.11, 0.50, -1.15], [5.94, 1.37, 0.23], [5.87, 1.12, 2.70], [3.96, -0.05, 3.75], [2.13, -0.92, 2.36], [-4.30, 0.15, 1.66], [-4.90, 1.05, 0.27], [-5.76, 2.11, 0.54], [-6.22, 2.89, -0.50], [-5.81, 2.60, -1.80], [-4.96, 1.54, -2.04], [-4.47, 0.70, -1.01], [-3.49, -0.34, -1.33], [-6.04, 2.31, 1.56], [-6.88, 3.73, -0.30], [-6.15, 3.20, -2.63], [-4.64, 1.33, -3.05], [-3.56, -1.22, -0.68], [-3.60, -0.65, -2.37]], "mulliken_charge": [1.066, -0.069, -0.986, -1.074, 0.681, -0.821, 0.867, -0.514, -0.529, -0.880, 0.402, -0.708, -0.323, 0.074, 0.557, 0.512, 0.416, 0.351, 0.382, 0.395, 0.515, 0.438, -1.541, 0.549, 0.573, 1.346, -1.632, -0.827, -0.715, -0.605, -0.253, 0.427, -0.342, -0.742, -0.585, -0.784, -0.491, 0.980, -0.130, -0.076, -0.691, -0.594, -0.715, -0.602, 0.215, -0.696, -0.626, -0.655, -0.493, -0.232, 0.689, 0.279, 0.338, 0.826, 0.592, 0.402, 0.470, 0.383, 0.131, 0.459, 0.387, 0.420, 0.370, 0.297, 0.475, 0.393, 0.435, 0.458, 0.329, 0.440, 0.386, 0.473, 0.145, -0.271, 1.393, -0.699, -0.399, -0.841, -0.588, 0.031, -1.505, 0.417, 0.373, 0.381, 0.336, 0.439, 0.544]}